Molecular formula: C3H4EuLiO4
Method: DFT, the ωB97M-V functional and the def2-TZVPD basis

Geometry (Å):
O -1.89 1.21 1.92
C -1.85 1.30 0.69
C -1.14 -1.55 -0.05
O -0.86 1.71 -0.01
O -2.67 0.40 0.11
C -2.23 -0.70 -0.68
H -1.34 -1.88 0.98
H -1.24 -2.52 -0.56
H -3.12 -1.32 -0.82
H -1.98 -0.30 -1.68
O 0.35 -1.09 -0.32
Eu 0.90 0.91 -0.89
Li 1.63 -2.34 -0.06

As for the HOMO energy (spin up / spin down): -0.438 / -0.439 hartree. Its orbital gap (spin up / spin down) is 6.911 / 6.881 eV. The spin multiplicity is 8. The net charge is +1. The calculation puts the LUMO energy (spin up / spin down) at -0.184 / -0.186 Eh. For the electronic energy, the calculation gives -30893.5404 eV.

Results of the Mulliken charge analysis, in e, for atoms 1 through 2: -0.56, 0.79

Molecular formula: C3H4F2
Method: DFT, the ωB97M-V functional and the def2-TZVPD basis

Geometry (Å):
C -0.69 -0.89 -0.09
C 0.58 -0.07 -0.09
C 0.67 1.27 -0.09
H -1.17 -1.64 -0.78
H -0.77 -1.57 0.76
H 1.65 1.65 0.12
H -0.29 1.90 0.08
F -1.69 0.14 0.06
F 1.72 -0.78 0.04

Its structure (SMILES) is C=C(F)CF. As for the HOMO energy: -0.364 hartree. Its orbital gap is 10.957 eV. The net charge is 0. The calculation puts the LUMO energy at 0.038 Eh. For the electronic energy, the calculation gives -8609.0176 eV.

Results of the Mulliken charge analysis, in e, for atoms 1 through 2: -0.18, 0.35

Molecular formula: C3H4F2O
Method: DFT, the ωB97M-V functional and the def2-TZVPD basis

Geometry (Å):
C 0.67 0.85 -0.56
C -0.30 -0.68 1.21
C 0.13 -0.48 -0.48
O -1.08 -0.72 -1.07
F 0.67 -0.57 2.16
F -1.20 0.26 1.62
H 0.25 1.76 -0.43
H 0.70 -1.35 -0.67
H 1.78 0.80 -0.51
H -1.61 0.11 -1.28

As for the HOMO energy (spin up / spin down): -0.327 / -0.335 hartree. Its orbital gap (spin up / spin down) is 8.288 / 8.867 eV. The net charge is 0. The calculation puts the LUMO energy (spin up / spin down) at -0.023 / -0.009 Eh. For the electronic energy, the calculation gives -10653.8469 eV.

Results of the Mulliken charge analysis, in e, for atoms 1 through 2: -0.92, 0.28

Molecular formula: C3H4F2O
Method: DFT, the ωB97M-V functional and the def2-TZVPD basis

Geometry (Å):
C -0.09 0.44 -0.54
C 1.03 -0.06 0.27
C -0.35 -0.33 0.92
O -0.48 -0.25 -1.70
F 1.89 0.92 0.66
F -0.98 0.33 1.87
H -0.26 1.51 -0.54
H 1.50 -1.03 0.09
H -0.75 -1.46 0.78
H -1.50 -0.06 -1.81

Its structure (SMILES) is O[C@@H]1[C@@H](F)[C@H]1F. As for the HOMO energy: -0.342 hartree. Its orbital gap is 10.063 eV. The net charge is 0. The calculation puts the LUMO energy at 0.028 Eh. For the electronic energy, the calculation gives -10655.6170 eV.

Results of the Mulliken charge analysis, in e, for atoms 1 through 2: -0.23, 0.05

Molecular formula: C3H4F2O
Method: DFT, the ωB97M-V functional and the def2-TZVPD basis

Geometry (Å):
C 0.69 -0.31 0.96
C 0.39 0.26 -0.37
C -0.99 0.27 -0.92
H 0.95 0.30 1.89
H 1.25 0.37 -1.04
H -1.87 -0.16 -0.27
H -1.24 0.13 -1.95
O -0.30 1.56 -0.42
F 1.67 -1.31 0.75
F -0.54 -1.09 1.37

Its structure (SMILES) is FC(F)[C@H]1CO1. As for the HOMO energy: -0.403 hartree. Its orbital gap is 12.003 eV. The net charge is 0. The calculation puts the LUMO energy at 0.038 Eh. For the electronic energy, the calculation gives -10655.9893 eV.

Results of the Mulliken charge analysis, in e, for atoms 1 through 2: 0.27, 0.05

Molecular formula: C3H4F2O
Method: DFT, the ωB97M-V functional and the def2-TZVPD basis

Geometry (Å):
C -0.94 -0.42 0.53
C 0.04 0.30 -0.38
C 1.54 0.10 -0.30
H -1.17 0.14 1.43
H -0.73 -1.56 0.72
H -0.56 0.30 -1.47
H 1.95 1.08 -0.44
O 1.99 -1.07 0.07
F -2.17 -0.51 -0.36
F 0.05 1.65 0.20

Its structure (SMILES) is O=C[C@H](F)CF. As for the HOMO energy: -0.402 hartree. Its orbital gap is 10.705 eV. The net charge is 0. The calculation puts the LUMO energy at -0.008 Eh. For the electronic energy, the calculation gives -10655.7405 eV.

Results of the Mulliken charge analysis, in e, for atoms 1 through 2: -0.21, 0.31

Molecular formula: C3H4F2OS
Method: DFT, the ωB97M-V functional and the def2-TZVPD basis

Geometry (Å):
C -0.69 0.07 0.50
C 0.71 -0.07 -0.42
C -1.96 -0.20 -0.22
O 0.14 1.18 0.00
F -2.99 0.40 0.34
F -2.26 -1.50 -0.01
S 2.27 -0.62 0.31
H -0.86 -0.31 1.48
H 0.65 -0.47 -1.46
H -1.84 0.04 -1.24
H 2.55 0.34 1.13

Its structure (SMILES) is FC(F)[C@@H]1O[C@H]1S. As for the HOMO energy: -0.345 hartree. Its orbital gap is 10.142 eV. The net charge is 0. The calculation puts the LUMO energy at 0.028 Eh. For the electronic energy, the calculation gives -21491.0116 eV.

Results of the Mulliken charge analysis, in e, for atoms 1 through 2: -0.05, -0.05

Molecular formula: C3H4F2Si
Method: DFT, the ωB97M-V functional and the def2-TZVPD basis

Geometry (Å):
C -0.77 -2.66 -0.21
C -0.91 -1.49 0.03
C 1.57 1.31 -0.11
F -1.69 0.93 1.64
F -1.90 0.99 -0.85
Si -1.10 0.27 0.34
H -0.34 -3.62 -0.31
H 1.38 1.96 -0.98
H 1.67 1.87 0.74
H 2.10 0.45 -0.30

As for the HOMO energy (spin up / spin down): -0.309 / -0.309 hartree. Its orbital gap (spin up / spin down) is 8.424 / 8.423 eV. The net charge is 0. The calculation puts the LUMO energy (spin up / spin down) at 0.001 / 0.001 Eh. For the electronic energy, the calculation gives -16487.3505 eV.

Results of the Mulliken charge analysis, in e, for atoms 1 through 2: 0.45, -0.82

Molecular formula: C3H4F3NS
Method: DFT, the ωB97M-V functional and the def2-TZVPD basis

Geometry (Å):
C -1.80 -1.11 0.83
C -1.74 -0.16 -0.01
C 1.85 -0.30 0.06
N -0.57 1.99 -0.68
F 1.92 0.70 -0.84
F 1.17 -1.35 -0.28
F 3.13 -0.67 0.25
S -1.53 0.91 -1.28
H -2.55 -1.01 1.57
H -0.92 -1.75 0.73
H 1.49 0.07 0.98
H -0.45 2.68 -1.33

As for the HOMO energy (spin up / spin down): -0.238 / -0.384 hartree. Its orbital gap (spin up / spin down) is 6.980 / 9.174 eV. The spin multiplicity is 3. The net charge is 0. The calculation puts the LUMO energy (spin up / spin down) at 0.018 / -0.047 Eh. For the electronic energy, the calculation gives -23648.1528 eV.

Results of the Mulliken charge analysis, in e, for atoms 1 through 2: -0.17, -0.26

Molecular formula: C3H4F3O2P
Method: DFT, the ωB97M-V functional and the def2-TZVPD basis

Geometry (Å):
C -1.20 0.32 0.09
C 3.30 -0.28 -0.46
C 3.81 0.60 -1.54
O 1.06 -1.31 0.37
O -0.01 0.86 -0.45
F 3.35 1.84 -1.33
F 5.11 0.68 -1.72
F 3.32 0.12 -2.74
P 1.48 -0.09 -0.30
H -1.77 1.08 0.52
H -1.08 -0.63 0.80
H -1.61 -0.16 -0.81
H 3.25 -1.26 -0.63

As for the HOMO energy (spin up / spin down): -0.362 / -0.362 hartree. Its orbital gap (spin up / spin down) is 8.288 / 8.287 eV. The net charge is 0. The calculation puts the LUMO energy (spin up / spin down) at -0.058 / -0.058 Eh. For the electronic energy, the calculation gives -24709.0413 eV.

Results of the Mulliken charge analysis, in e, for atoms 1 through 2: -0.55, -0.88

Molecular formula: C3H4FIO
Method: DFT, the ωB97M-V functional and the def2-TZVPD basis

Geometry (Å):
C -3.31 1.44 -0.44
C 1.44 1.04 0.60
C -2.36 1.94 0.29
O -4.02 0.91 -1.19
F -2.03 1.23 1.42
I 3.34 0.47 -0.19
H 1.23 0.31 1.38
H 0.67 0.99 -0.26
H 1.64 1.90 1.23
H -2.05 2.92 -0.08

Its structure (SMILES) is O=C=CF.CI. As for the HOMO energy: -0.345 hartree. Its orbital gap is 9.372 eV. The net charge is 0. The calculation puts the LUMO energy at -0.001 Eh. For the electronic energy, the calculation gives -16038.8315 eV.

Results of the Mulliken charge analysis, in e, for atoms 1 through 2: 0.64, -0.86

Molecular formula: C3H4FN
Method: DFT, the ωB97M-V functional and the def2-TZVPD basis

Geometry (Å):
C -1.98 -0.56 -1.74
C 1.14 -0.11 0.30
C 0.86 0.68 1.31
N -2.97 -0.06 -1.99
F 0.97 0.28 2.58
H 1.49 -1.12 0.46
H 1.05 0.24 -0.70
H -1.07 -1.03 -1.47
H 0.50 1.69 1.24

Its structure (SMILES) is C=CF.C#N. As for the HOMO energy: -0.385 hartree. Its orbital gap is 11.376 eV. The net charge is 0. The calculation puts the LUMO energy at 0.033 Eh. For the electronic energy, the calculation gives -7381.6098 eV.

Results of the Mulliken charge analysis, in e, for atoms 1 through 2: 0.10, -0.76

Molecular formula: C3H4FNO
Method: DFT, the ωB97M-V functional and the def2-TZVPD basis

Geometry (Å):
C -0.29 0.15 0.30
C 1.13 -0.08 -0.24
C -1.21 -0.97 0.04
H -1.30 1.74 0.14
H -0.34 0.31 1.40
H 1.23 0.31 -1.26
H 1.78 0.48 0.45
N -1.87 -1.84 -0.30
O -0.73 1.28 -0.40
F 1.60 -1.37 -0.13

Its structure (SMILES) is N#C[C@H](O)CF. As for the HOMO energy: -0.437 hartree. Its orbital gap is 12.325 eV. The net charge is 0. The calculation puts the LUMO energy at 0.016 Eh. For the electronic energy, the calculation gives -9429.6613 eV.

Results of the Mulliken charge analysis, in e, for atoms 1 through 2: 0.33, -0.36

Molecular formula: C3H4FNO3
Method: DFT, the ωB97M-V functional and the def2-TZVPD basis

Geometry (Å):
C 1.80 1.90 0.36
C -0.70 -1.51 -1.18
C 1.74 0.75 -0.29
N 2.13 -0.59 0.46
O 2.43 -0.51 1.61
O 2.29 -1.55 -0.24
O -0.37 -0.82 -0.27
F 1.74 0.52 -1.59
H 1.69 2.84 -0.10
H 1.88 1.89 1.41
H -0.22 -1.47 -2.20
H -1.08 -2.46 -1.03

Its structure (SMILES) is C=C(F)[N+](=O)[O-].C=O. As for the HOMO energy: -0.380 hartree. Its orbital gap is 10.223 eV. The net charge is 0. The calculation puts the LUMO energy at -0.005 Eh. For the electronic energy, the calculation gives -13520.5108 eV.

Results of the Mulliken charge analysis, in e, for atoms 1 through 2: -0.81, -0.10

Molecular formula: C3H4FNS
Method: DFT, the ωB97M-V functional and the def2-TZVPD basis

Geometry (Å):
C -2.28 2.76 0.66
C 2.34 -2.21 -0.36
C -1.85 1.90 -0.25
N -2.67 3.68 1.39
F -2.61 0.98 -0.85
S 0.78 -2.04 -0.74
H 3.01 -3.18 -0.27
H -2.94 3.46 2.38
H 3.05 -1.36 -0.42
H -0.88 1.92 -0.66

Its structure (SMILES) is N=C=CF.C=S. As for the HOMO energy: -0.328 hartree. Its orbital gap is 8.404 eV. The net charge is 0. The calculation puts the LUMO energy at -0.019 Eh. For the electronic energy, the calculation gives -18214.9592 eV.

Results of the Mulliken charge analysis, in e, for atoms 1 through 2: 0.47, -0.28

Molecular formula: C3H4GaO3
Method: DFT, the ωB97M-V functional and the def2-TZVPD basis

Geometry (Å):
C 0.57 -1.03 -0.97
C 1.15 -0.51 0.22
O 0.60 0.34 1.02
C -0.64 0.97 0.85
O -1.51 0.42 0.12
O -0.73 2.12 1.27
H 0.97 -0.49 -1.84
H 2.00 -1.02 0.69
H 0.82 -2.10 -1.04
Ga -2.57 1.94 0.59
H -0.64 -0.64 -0.92

As for the HOMO energy (spin up / spin down): -0.975 / -0.975 hartree. Its orbital gap (spin up / spin down) is 5.576 / 5.573 eV. The net charge is +3. The calculation puts the LUMO energy (spin up / spin down) at -0.770 / -0.770 Eh. For the electronic energy, the calculation gives -61651.0199 eV.

Results of the Mulliken charge analysis, in e, for atoms 1 through 2: -0.82, 0.38

Molecular formula: C3H4GdLiO3
Method: DFT, the ωB97M-V functional and the def2-TZVPD basis

Geometry (Å):
C -0.08 0.80 -1.63
C -0.08 1.71 -0.57
H -0.90 1.80 -1.90
H 0.80 1.24 -2.16
H 0.93 2.01 -0.23
O 0.67 -1.26 1.04
C -0.41 -1.42 1.68
O -1.41 -0.71 1.61
O -0.51 -2.47 2.43
Gd 2.54 -2.47 0.48
Li -1.53 1.06 0.95
H -0.01 -0.29 -1.69

As for the HOMO energy (spin up / spin down): -0.784 / -0.826 hartree. Its orbital gap (spin up / spin down) is 6.137 / 6.623 eV. The spin multiplicity is 9. The net charge is +3. The calculation puts the LUMO energy (spin up / spin down) at -0.559 / -0.583 Eh. For the electronic energy, the calculation gives -30317.3445 eV.

Results of the Mulliken charge analysis, in e, for atoms 1 through 2: -0.28, -0.38

Molecular formula: C3H4GdO2
Method: DFT, the ωB97M-V functional and the def2-TZVPD basis

Geometry (Å):
O -0.22 -1.00 -0.32
Gd 0.11 1.35 -1.63
C -1.46 -1.11 -0.07
O -2.00 0.16 -0.07
C -3.36 0.31 0.32
H -3.51 -0.16 1.30
H -3.58 1.38 0.39
H -4.01 -0.15 -0.44
C 1.13 0.31 0.20
H 2.23 0.32 0.17

As for the HOMO energy (spin up / spin down): -0.422 / -0.489 hartree. Its orbital gap (spin up / spin down) is 7.525 / 7.142 eV. The spin multiplicity is 8. The net charge is +1. The calculation puts the LUMO energy (spin up / spin down) at -0.145 / -0.226 Eh. For the electronic energy, the calculation gives -28085.9257 eV.

Results of the Mulliken charge analysis, in e, for atoms 1 through 2: -0.19, 1.18

Molecular formula: C3H4HgLiO3
Method: DFT, the ωB97M-V functional and the def2-TZVPD basis

Geometry (Å):
O 1.44 0.70 0.28
C 1.36 -0.46 -0.22
C -0.61 1.01 0.40
O 1.86 -1.52 0.31
O 0.16 -0.75 -0.77
C -0.64 0.37 -1.00
H -1.43 1.73 0.38
H -0.24 1.48 1.32
H -1.61 0.21 -1.48
Li -0.89 -1.06 1.01
Hg 0.80 -2.83 1.75
H -0.19 1.12 -1.97

As for the HOMO energy (spin up / spin down): -0.298 / -0.300 hartree. Its orbital gap (spin up / spin down) is 7.739 / 6.748 eV. The spin multiplicity is 2. The net charge is 0. The calculation puts the LUMO energy (spin up / spin down) at -0.014 / -0.052 Eh. For the electronic energy, the calculation gives -13693.3612 eV.

Results of the Mulliken charge analysis, in e, for atoms 1 through 2: -0.55, 0.91

Molecular formula: C3H4IN2P
Method: DFT, the ωB97M-V functional and the def2-TZVPD basis

Geometry (Å):
C -0.99 0.21 -0.70
C -0.88 -0.84 0.23
C 0.26 0.76 -0.74
N 0.36 -0.99 0.65
N 1.06 0.02 0.10
P 2.73 0.33 0.12
I -2.79 1.08 1.85
H -1.89 0.42 -1.19
H -1.61 -1.59 0.59
H 0.62 1.66 -1.30
H 3.13 -1.08 0.37

As for the HOMO energy (spin up / spin down): -0.355 / -0.310 hartree. Its orbital gap (spin up / spin down) is 8.220 / 5.648 eV. The net charge is 0. The calculation puts the LUMO energy (spin up / spin down) at -0.053 / -0.102 Eh. For the electronic energy, the calculation gives -23542.7503 eV.

Results of the Mulliken charge analysis, in e, for atoms 1 through 2: -0.80, -0.25